[1]
# C44H46Cl2NO2PRhSbSe4

C44H46Cl2NO2PRhSbSe4 as an isolated structure in a non-equilibrium geometry (ωB97M-V/def2-TZVPD, the OMol25 dataset).

Element x y z (Å)
Rh (0.137500, 0.256200, 0.167400)
Se (4.100800, -4.958600, -0.746900)
Sb (1.734500, -4.567100, -0.236300)
Se (0.785400, -2.726600, -1.796500)
Se (0.713200, -1.852400, 0.235400)
Se (0.491000, -6.626300, -0.754500)
Cl (-3.589500, 4.794900, 2.942400)
C (-2.487700, 3.564800, 2.324900)
Cl (-3.100600, 1.943800, 2.654100)
H (-1.526900, 3.685700, 2.830600)
H (-2.394700, 3.688700, 1.241400)
O (1.862900, 1.693700, -2.291100)
C (1.171700, 0.784100, -2.743700)
O (0.480500, -0.015500, -2.038200)
C (1.060000, 0.565000, -4.236900)
C (1.641600, 1.490000, -5.094200)
C (1.526100, 1.330900, -6.461900)
C (0.831900, 0.252800, -6.987200)
C (0.253500, -0.674400, -6.137300)
C (0.370000, -0.518600, -4.767900)
H (2.171800, 2.329900, -4.666200)
H (1.977700, 2.052100, -7.129000)
H (0.743100, 0.136000, -8.060300)
H (-0.294400, -1.515000, -6.540500)
H (-0.065600, -1.252600, -4.105900)
C (1.312900, 4.061800, 5.021400)
C (2.225800, 3.482100, 4.146500)
C (1.902200, 2.343400, 3.448700)
C (0.666900, 1.691200, 3.633100)
C (-0.263100, 2.320800, 4.479700)
C (0.056100, 3.476900, 5.154700)
P (0.249900, 0.337500, 2.493100)
C (1.876000, -0.533000, 2.680800)
C (2.105300, -1.483800, 3.664100)
C (3.296500, -2.192800, 3.686500)
C (4.270700, -1.956400, 2.732000)
C (4.069100, -0.982600, 1.765600)
C (2.876300, -0.283500, 1.735600)
C (-0.905500, -0.714700, 3.426300)
C (-1.803400, -1.496600, 2.696900)
C (-2.705300, -2.333000, 3.321000)
C (-2.727800, -2.409700, 4.706000)
C (-1.839900, -1.642400, 5.447200)
C (-0.937700, -0.804500, 4.823500)
H (1.580900, 4.942500, 5.588400)
H (3.203100, 3.926300, 4.001400)
H (2.639700, 1.925400, 2.775200)
H (-1.233000, 1.866700, 4.635900)
H (-0.681300, 3.935000, 5.804600)
H (1.335800, -1.695600, 4.393600)
H (3.448100, -2.952100, 4.441800)
H (5.177200, -2.543500, 2.719500)
H (4.816600, -0.799700, 1.007000)
H (2.704700, 0.449700, 0.937100)
H (-1.811500, -1.430200, 1.611000)
H (-3.383100, -2.929900, 2.727300)
H (-3.434100, -3.061700, 5.202400)
H (-1.845100, -1.706700, 6.528300)
H (-0.254800, -0.209700, 5.415500)
C (-2.173700, 6.216800, -1.552300)
C (-1.362100, 5.045100, -1.076000)
C (-0.041400, 5.237900, -0.700300)
C (0.716700, 4.157000, -0.262400)
C (2.168400, 4.271200, 0.089000)
C (0.123300, 2.921200, -0.206700)
C (-1.200100, 2.651100, -0.622300)
C (-1.932000, 3.785700, -1.044300)
N (-1.645900, 1.382800, -0.505800)
C (-2.751400, 0.851300, -1.274500)
C (-2.728100, -0.681500, -1.144700)
C (-3.846900, -1.324500, -1.956200)
C (-3.708800, -0.950000, -3.429700)
C (-3.773000, 0.569300, -3.557800)
C (-5.103300, 1.091600, -3.013800)
C (-5.248400, 0.687800, -1.547100)
C (-5.199700, -0.833700, -1.439700)
C (-4.119600, 1.309200, -0.731600)
C (-2.621500, 1.183900, -2.771700)
H (-1.654100, 7.148600, -1.335800)
H (-3.152600, 6.246400, -1.074500)
H (-2.329800, 6.148800, -2.629400)
H (0.394900, 6.225000, -0.764900)
H (2.554900, 5.269300, -0.102800)
H (2.727300, 3.558800, -0.518600)
H (2.332500, 4.034200, 1.141400)
H (0.770300, 2.081700, 0.104200)
H (-2.961000, 3.698100, -1.356000)
H (-2.851100, -0.948400, -0.088200)
H (-1.761900, -1.069400, -1.494900)
H (-3.776600, -2.413100, -1.847300)
H (-4.512400, -1.414300, -4.009500)
H (-2.758200, -1.314700, -3.826300)
H (-3.672700, 0.851000, -4.614600)
H (-5.935900, 0.686900, -3.598000)
H (-5.136500, 2.181400, -3.104600)
H (-6.206600, 1.059400, -1.155900)
H (-6.007300, -1.270500, -2.035600)
H (-5.343500, -1.143100, -0.401300)
H (-4.202000, 1.007300, 0.315600)
H (-4.216100, 2.394500, -0.763100)
H (-2.586200, 2.261900, -2.935900)
H (-1.677100, 0.778000, -3.140700)

Cartesian forces (eV/Å) of the 3 atoms listed first:
Rh -1.1 1.9 -2.2
Se 0.0 0.3 0.0
Sb 0.8 -1.3 0.3

Properties
- total charge = -2
- multiplicity = 1
- LUMO (spin up / spin down) (eV) = 3.11 / 3.21
- relative energy (zero: lowest compared OMol25 entry of this formula, charge and spin) (kJ/mol) = 236.1
- orbital gap (spin up / spin down) (Ha) = 0.152 / 0.151
- HOMO energy (spin up / spin down) (eV) = -1.0 / -0.9

Mulliken population analysis, charges in e, atoms 1 to 6:
1. Rh 1.222
2. Se -0.754
3. Sb 0.269
4. Se -0.292
5. Se -0.091
6. Se -0.765



[2]
# C44H47Br2MoN2O6Se

C44H47Br2MoN2O6Se as an isolated structure in a non-equilibrium geometry (ωB97M-V/def2-TZVPD, the OMol25 dataset).

Element x y z (Å)
Mo (-0.153133, 1.213910, -0.191365)
O (2.091701, -0.088071, -2.760000)
C (1.341610, -1.228992, -3.116156)
C (0.139097, -1.322200, -2.148660)
O (-0.380249, -2.393517, -1.971273)
O (-0.315843, -0.175600, -1.683911)
C (0.782568, -1.056902, -4.544531)
C (1.633647, -0.576183, -5.537210)
C (1.188505, -0.384101, -6.835848)
C (-0.127860, -0.678290, -7.171453)
C (-0.981078, -1.172814, -6.196889)
C (-0.528668, -1.364078, -4.894094)
C (2.186698, -2.490195, -2.958333)
C (3.202354, -2.489799, -2.005509)
C (3.988866, -3.619878, -1.814161)
C (3.766309, -4.761591, -2.572079)
C (2.742412, -4.770747, -3.510964)
C (1.955454, -3.642174, -3.700847)
H (2.844720, -0.007343, -3.352041)
H (2.670178, -0.353958, -5.305419)
H (1.870173, -0.000919, -7.586481)
H (-0.480678, -0.527454, -8.184581)
H (-2.009731, -1.410022, -6.443989)
H (-1.203532, -1.771100, -4.149427)
H (3.349733, -1.604878, -1.395522)
H (4.767574, -3.608806, -1.060259)
H (4.382586, -5.641425, -2.429032)
H (2.550148, -5.662409, -4.095905)
H (1.150747, -3.662697, -4.426388)
C (-4.274807, 2.785906, -1.153326)
C (-2.928012, 2.439971, -0.626393)
N (-2.204155, 1.485718, -1.068498)
O (-2.711214, 0.762165, -2.099677)
C (-2.289160, 3.143398, 0.502781)
C (-2.857834, 4.242499, 1.317140)
N (-1.144620, 2.610312, 0.722815)
O (-0.195191, 2.818715, 1.546305)
H (-4.393281, 2.414594, -2.166622)
H (-4.422831, 3.866917, -1.138376)
H (-5.044829, 2.328259, -0.524651)
H (-1.985788, 0.106550, -2.219484)
H (-3.817748, 3.950116, 1.748464)
H (-3.012388, 5.142613, 0.717624)
H (-2.167569, 4.479146, 2.124995)
C (1.023326, -3.012362, 6.540515)
C (-0.209466, -3.578141, 5.819786)
C (0.024505, -5.066350, 5.523115)
C (-1.409955, -3.464986, 6.757760)
C (-0.425488, -2.802945, 4.517441)
C (0.487899, -2.901545, 3.471692)
C (0.336247, -2.145165, 2.328692)
Br (1.541116, -2.515227, 0.915283)
C (-0.684556, -1.175924, 2.147491)
O (-0.665632, -0.338359, 1.140462)
C (-1.703063, -1.206414, 3.136311)
C (-1.512936, -1.979123, 4.288338)
C (-3.070584, -0.492597, 3.056811)
C (-3.300707, 0.272856, 1.758854)
C (-4.185238, -1.548685, 3.156077)
C (-3.210378, 0.512165, 4.212124)
H (1.209718, -3.552672, 7.476259)
H (0.878296, -1.954290, 6.772587)
H (1.913151, -3.096756, 5.912073)
H (0.096264, -5.633138, 6.457376)
H (0.949779, -5.225398, 4.965463)
H (-0.798199, -5.474539, 4.930761)
H (-1.217243, -4.039025, 7.668713)
H (-2.317786, -3.860455, 6.293338)
H (-1.596083, -2.428081, 7.049735)
H (1.337792, -3.572505, 3.526978)
H (-2.287970, -1.934294, 5.042614)
H (-3.163767, -0.355766, 0.878583)
H (-2.614228, 1.109304, 1.688891)
H (-4.328272, 0.659723, 1.756766)
H (-4.092319, -2.268684, 2.338979)
H (-5.165235, -1.064561, 3.079408)
H (-4.153932, -2.101942, 4.096680)
H (-2.421011, 1.266681, 4.149300)
H (-3.137590, 0.031053, 5.189834)
H (-4.180367, 1.019681, 4.155926)
Br (0.917931, 6.204202, -4.807630)
C (0.649210, 4.823053, -3.518019)
C (0.732992, 5.124342, -2.171932)
C (0.532536, 4.104992, -1.244652)
C (0.264873, 2.782066, -1.614932)
C (0.175166, 2.541199, -2.994299)
C (0.365058, 3.537762, -3.946065)
H (0.950944, 6.134186, -1.849156)
H (0.592649, 4.362899, -0.193387)
H (-0.035171, 1.540749, -3.349852)
H (0.288109, 3.314753, -5.002263)
Se (2.275996, 0.909536, 0.350995)
C (3.231091, 2.467491, -0.220689)
C (3.190857, 3.656451, 0.501647)
C (3.944970, 4.753163, 0.101331)
C (4.756285, 4.675752, -1.022730)
C (4.817488, 3.485813, -1.738859)
C (4.062555, 2.387644, -1.337616)
H (2.568821, 3.710909, 1.386706)
H (3.895806, 5.675596, 0.670346)
H (5.342727, 5.533149, -1.334079)
H (5.451869, 3.411373, -2.615003)
H (4.106268, 1.456742, -1.891645)

Cartesian forces (eV/Å) of the 3 atoms listed first:
Mo 1.0 -0.8 0.1
O -0.2 0.1 0.0
C 0.0 0.1 -0.1

Properties
- total charge = -1
- ⟨S²⟩ = 2.0234
- multiplicity = 3
- LUMO (spin up / spin down) (eV) = 2.38 / 1.73
- relative energy (zero: lowest compared OMol25 entry of this formula, charge and spin) (kJ/mol) = 65.5
- orbital gap (spin up / spin down) (Ha) = 0.258 / 0.243
- HOMO energy (spin up / spin down) (eV) = -4.6 / -4.9

Mulliken population analysis, charges in e, atoms 1 to 6:
1. Mo -0.102
2. O -0.109
3. C 2.922
4. C -1.761
5. O -0.562
6. O 1.195



> The highest relative energy (zero: lowest compared OMol25 entry of this formula, charge and spin) belongs to which entry?

C44H46Cl2NO2PRhSbSe4



> Among the records above, which one has the lowest multiplicity?

C44H46Cl2NO2PRhSbSe4



> multiplicity of number 1 (C44H46Cl2NO2PRhSbSe4)?

1



> Look up the multiplicity of the second one.

3